The following is a quantum chemistry calculation of 7 unconnected molecules or ions with the total composition C37H93F3N5O13, from OMol25.

Summary:
- Lowest unoccupied orbital energy: -6.887 eV
- Net charge: +3
- HOMO: -9.703 eV
- Orbital gap: 2.82 eV
- E: -3015.77113 Eh
- 2S+1: 1
- Energy above the lowest of the compared OMol25 structures with the same formula, charge and spin: 138.98 kcal/mol

Geometry (Å):
C  7.7891  -0.3078  0.0280
O  6.8894  -1.0578  -0.8475
O  8.8826  -1.0012  0.2238
C  7.7856  1.1590  -0.4596
F  8.8470  1.8811  -0.0807
F  7.8282  1.2524  -1.8314
F  6.6915  1.8758  -0.0306
C  5.5534  -0.9037  -0.5061
C  4.6762  -1.1249  -1.7344
H  3.6029  -1.0427  -1.5513
H  4.8738  -0.3681  -2.5029
H  5.0039  -2.0640  -2.1818
H  5.1871  0.0498  -0.1147
H  5.3241  -1.6822  0.2340
H  7.3217  -0.2054  1.0356
C  1.0241  -1.7751  -1.1070
C  -0.1227  -0.8400  -1.4762
C  -0.9391  -0.5461  -0.2183
O  0.2901  0.3460  -2.1073
H  1.8675  -1.3420  -0.5682
H  1.4893  -2.1655  -2.0188
H  0.7664  -2.7369  -0.6515
H  -0.8477  -1.4204  -2.0717
H  -0.4572  0.0373  0.5726
H  -1.2064  -1.5173  0.2146
H  -1.9000  -0.0432  -0.3617
C  -9.0760  -0.6786  5.7363
O  -9.0951  -1.7314  4.7993
C  -8.3721  -2.8621  5.2207
C  -8.3471  -3.9457  4.1980
N  -7.2037  -3.6671  3.1723
H  -6.3213  -3.8063  3.6703
H  -7.1460  -4.4276  2.4941
C  -7.1237  -2.2887  2.4693
C  -5.7320  -1.6814  2.5586
O  -4.9041  -2.5610  1.7843
C  -3.5900  -1.9731  1.6247
H  -9.8067  0.0498  5.3966
H  -8.1347  -0.1391  5.9111
H  -9.2728  -1.0234  6.7578
H  -8.8982  -3.2700  6.0983
H  -7.4155  -2.7041  5.7385
H  -9.1722  -4.1205  3.5147
H  -7.8500  -4.8256  4.6080
H  -7.7498  -1.6626  3.1065
H  -7.4967  -2.4768  1.4690
H  -5.3380  -1.6211  3.5753
H  -5.7985  -0.6997  2.0805
H  -3.6413  -1.0622  1.0314
H  -2.9816  -2.7344  1.1420
H  -3.1139  -1.7834  2.5893
C  -3.6080  0.3420  -5.0484
O  -4.3994  0.8253  -3.9599
C  -3.8040  0.7528  -2.6851
C  -3.9103  -0.6414  -2.0997
N  -5.2694  -1.2289  -2.3786
H  -6.0168  -0.6680  -1.9728
H  -5.4514  -1.3244  -3.3779
C  -5.5034  -2.6628  -1.8410
C  -4.4367  -3.7121  -2.2616
O  -3.1924  -3.3118  -1.7430
C  -2.1233  -4.2041  -2.0727
H  -3.0873  1.1804  -5.5049
H  -4.2867  -0.2001  -5.7063
H  -2.9235  -0.4429  -4.7070
H  -4.2731  1.5278  -2.0740
H  -2.7517  1.0463  -2.7768
H  -3.8337  -0.6519  -1.0187
H  -3.2446  -1.3028  -2.6443
H  -6.4868  -2.9643  -2.1962
H  -5.5180  -2.5438  -0.7585
H  -4.3211  -3.7952  -3.3471
H  -4.7209  -4.6813  -1.8422
H  -2.4015  -5.1688  -1.6404
H  -1.2153  -3.9277  -1.5391
H  -1.8930  -4.2366  -3.1375
C  6.4357  2.3798  3.7557
O  5.0313  2.6618  3.8625
C  4.7365  3.8977  4.4247
C  3.2504  4.0195  4.6814
N  2.4623  3.8861  3.3951
H  2.6939  4.6791  2.7957
H  2.8170  3.0999  2.8317
C  0.9467  3.7712  3.5652
C  0.4908  2.4047  4.0894
O  0.9250  1.3839  3.2040
C  0.1900  0.1869  3.3391
H  6.8523  2.4772  4.7598
H  6.8498  3.1345  3.0845
H  6.6560  1.3977  3.3507
H  5.0425  4.7715  3.8335
H  5.2153  4.0740  5.3941
H  3.0176  4.9917  5.1113
H  2.8897  3.2129  5.3170
H  0.6255  3.9626  2.5436
H  0.7283  4.5910  4.2468
H  -0.5982  2.4386  4.1512
H  0.9018  2.2192  5.0850
H  0.5269  -0.2030  4.3100
H  0.5469  -0.5621  2.6323
H  -0.9036  0.1607  3.3432
C  6.2296  1.1901  -4.2271
O  4.8931  0.9431  -4.6442
C  4.0316  1.9686  -4.2199
C  2.6356  1.6153  -4.7550
N  2.2394  0.2385  -4.3038
H  3.0770  -0.3352  -4.1201
H  1.6487  0.2846  -3.4361
C  1.6309  -0.6668  -5.3571
C  1.7183  -2.0634  -4.7592
O  3.0557  -2.2773  -4.4843
C  3.3270  -3.5932  -3.9930
H  6.8808  0.5158  -4.7759
H  6.3778  1.0148  -3.1555
H  6.6035  2.2128  -4.3410
H  4.3420  2.9445  -4.6029
H  3.9877  2.0682  -3.1272
H  2.6924  1.6390  -5.8396
H  1.9321  2.3274  -4.3289
H  2.2385  -0.7196  -6.2574
H  0.5959  -0.3538  -5.4732
H  1.3328  -2.7926  -5.4829
H  1.0122  -2.1459  -3.9222
H  3.0794  -3.5747  -2.9293
H  4.3624  -3.8491  -4.1914
H  2.6719  -4.3370  -4.4547
C  -2.3616  2.4788  1.7021
O  -1.1104  2.8420  1.1641
C  -1.1799  3.2023  -0.2051
C  0.2119  3.5799  -0.7116
N  1.1294  2.4348  -0.3268
H  0.7991  2.1527  0.6049
H  0.9043  1.5671  -0.8934
C  2.6179  2.6941  -0.4107
C  3.4198  1.5261  0.1435
O  3.2772  1.4403  1.5595
C  3.6619  0.1937  2.0866
H  -3.1288  3.2417  1.5425
H  -2.3397  2.3196  2.7789
H  -2.7698  1.5550  1.2805
H  -1.8533  4.0267  -0.4530
H  -1.5551  2.3382  -0.7588
H  0.6107  4.4776  -0.2407
H  0.3411  3.6748  -1.7873
H  2.8464  3.6579  0.0397
H  2.6949  2.7346  -1.4972
H  4.4707  1.7348  -0.0818
H  3.1667  0.6313  -0.4324
H  3.1787  -0.6159  1.5265
H  3.3473  0.0909  3.1234
H  4.7267  -0.0370  2.0208

Atoms 1-2, force components in eV/Å:
C 1.94 -2.51 2.41
O -0.91 1.28 -0.48